No. 1
2 unconnected molecules or ions with the total composition C5H14 at a distorted geometry, computed with ωB97M-V/def2-TZVPD.

Each line ends with the Löwdin spin population.
Geometry (Å):
C: 0.08416 1.58614 0.73664  0.0510
C: -1.50342 1.54910 0.89534  0.0988
C: 0.54052 1.94335 -0.64763  0.1354
H: 0.48708 2.11316 1.56733  0.0086
H: 0.44807 0.62574 1.02130  0.0071
H: -1.72865 1.05362 1.86091  0.0190
H: 0.06719 3.03727 -1.02735  0.0197
H: -2.02560 1.17879 -0.02682  0.0345
H: -1.87170 2.62535 0.97140  0.0132
H: 1.63842 1.91573 -0.73757  0.0364
H: 0.36948 1.18033 -1.39924  0.0375
C: 0.06688 -2.37105 -1.09460  0.2506
C: 0.75897 -2.37246 0.29612  0.1278
H: -0.77562 -3.02009 -1.11589  0.0362
H: -0.48279 -1.41152 -1.31234  0.0339
H: 0.90226 -2.63095 -1.68948  0.0409
H: 1.65437 -2.72781 0.00827  0.0222
H: 0.96558 -1.22494 0.60659  0.0088
H: 0.40480 -3.04978 1.08703  0.0184

Values from the calculation:
- spin multiplicity = 2
- energy above the lowest of the compared OMol25 structures with the same formula, charge and spin (kJ/mol) = 171.3
- net charge = -1
- expectation value of S² = 0.750
- E (a.u.) = -198.76729



No. 2
2 unconnected molecules or ions with the total composition C4H9NO, computed with ωB97M-V/def2-TZVPD.

Each line ends with the Löwdin charge.
Geometry (Å):
C: -2.25324 0.51312 0.15570  -0.0626
C: -0.96278 -0.03787 -0.38094  -0.2989
N: 0.10799 0.97991 -0.45371  0.0893
C: 0.22994 -0.08474 0.44550  -0.3511
C: 0.99630 -0.62555 1.38917  0.0390
O: 2.36058 -0.37252 -1.43356  -0.0765
H: -2.88646 -0.28342 0.55195  0.0738
H: -2.02854 1.23101 0.95037  0.0830
H: -2.78105 1.04431 -0.64331  0.0771
H: -1.04507 -0.74891 -1.20630  0.1423
H: 0.69485 0.85965 -1.28010  0.0896
H: 1.97966 -0.97974 -0.77745  0.0216
H: 0.74743 -1.57131 1.86110  0.0574
H: 1.89828 -0.13947 1.75299  0.0604
H: 2.94212 0.21554 -0.93142  0.0555

Values from the calculation:
- energy above the lowest of the compared OMol25 structures with the same formula, charge and spin (kJ/mol) = 272.1
- structure (SMILES) = C=C1N[C@@H]1C.O
- E (a.u.) = -287.72882



No. 3
2 unconnected molecules or ions with the total composition C28H54NO2 at a distorted geometry, computed with ωB97M-V/def2-TZVPD.

Each line ends with the Löwdin charge.
Geometry (Å):
C: 4.25740 -1.29393 4.80861  0.2213
C: 3.52155 -1.90211 4.10711  -0.0860
N: 2.72085 -2.55106 3.21548  0.0109
C: 3.11481 -3.15032 2.12912  -0.1215
C: 4.52242 -3.22457 1.77252  -0.0720
C: 4.91734 -2.87792 0.31937  -0.1476
C: 3.95271 -2.01714 -0.49692  -0.2095
C: 4.73004 -1.44473 -1.67039  -0.1860
C: 4.05108 -0.34070 -2.49756  -0.1826
C: 2.86618 0.35626 -1.86853  -0.2189
C: 3.22946 1.21219 -0.65964  -0.2094
C: 2.02148 1.34953 0.25837  -0.2145
C: 1.02270 2.35358 -0.30858  -0.2003
C: -0.41133 2.20517 0.15808  -0.2095
C: -1.07120 0.93323 -0.30948  -0.2269
C: -2.46682 0.77663 0.26045  -0.1996
C: -3.10264 -0.59709 0.06012  -0.2024
C: -2.71835 -1.27576 -1.23456  -0.2312
C: -3.39983 -2.61339 -1.41809  -0.2200
C: -2.93487 -3.36814 -2.64066  -0.2124
C: -1.46434 -3.79998 -2.56786  -0.2480
C: -0.46490 -2.78883 -3.13499  -0.1038
C: 1.95502 -3.73331 1.44237  -0.0498
C: 0.73652 -3.13184 2.16372  -0.1001
C: 1.28851 -2.62050 3.49416  -0.0647
H: 4.82973 -0.79634 5.54375  0.0597
H: 4.82619 -4.24463 1.98294  0.1539
H: 5.09132 -2.61191 2.44712  0.1108
H: 5.81906 -2.29775 0.42456  0.1120
H: 5.20641 -3.75703 -0.22885  0.1213
H: 3.18091 -2.66008 -0.88843  0.1043
H: 3.56548 -1.24224 0.14916  0.0990
H: 4.90411 -2.27283 -2.34148  0.1142
H: 5.70646 -1.14622 -1.32382  0.1066
H: 4.80127 0.41648 -2.67328  0.1119
H: 3.79014 -0.71073 -3.47444  0.1060
H: 2.47744 1.01849 -2.62728  0.1104
H: 2.06496 -0.31987 -1.60386  0.0983
H: 4.03908 0.71728 -0.13805  0.0954
H: 3.61131 2.17662 -0.95346  0.1200
H: 1.60964 0.36013 0.40247  0.0795
H: 2.35599 1.73085 1.21583  0.1088
H: 1.37690 3.31619 0.02975  0.1135
H: 1.06797 2.36742 -1.38836  0.1088
H: -0.42368 2.27971 1.23876  0.1136
H: -0.97600 3.03641 -0.24453  0.1089
H: -0.48306 0.06057 -0.04798  0.0914
H: -1.10745 0.95486 -1.38886  0.1202
H: -3.09829 1.53136 -0.18374  0.1128
H: -2.42983 0.99797 1.32010  0.1062
H: -2.93732 -1.24520 0.91179  0.1057
H: -4.17198 -0.44479 0.01410  0.1111
H: -2.95975 -0.61873 -2.05897  0.1287
H: -1.65382 -1.43771 -1.28677  0.0767
H: -3.30305 -3.19847 -0.51117  0.1106
H: -4.45977 -2.42511 -1.53323  0.1133
H: -3.51461 -4.26797 -2.76158  0.1047
H: -3.03534 -2.73500 -3.50823  0.1074
H: -1.34212 -4.72664 -3.10139  0.0939
H: -1.26326 -4.01895 -1.52717  0.0921
H: -0.97411 -2.02467 -3.69793  0.0698
H: 0.22466 -3.29109 -3.79098  0.0632
H: 0.10818 -2.27931 -2.37236  0.0430
H: 1.83317 -3.48843 0.40449  0.1157
H: 1.89420 -4.80884 1.52662  0.1492
H: 0.41504 -2.25184 1.62984  0.1096
H: -0.10561 -3.78459 2.26625  0.1221
H: 1.12241 -3.39462 4.23122  0.1405
H: 0.86470 -1.72311 3.89886  0.1391
C: -6.25533 5.63264 0.40331  -0.1065
O: -5.41996 5.94607 1.50378  -0.1868
C: -4.62541 4.86377 1.94728  -0.2089
C: -3.21246 4.93053 1.41274  -0.2075
O: -3.17591 4.80003 -0.00055  -0.2093
C: -3.07989 6.04854 -0.66853  -0.1037
H: -6.57829 6.57062 -0.04356  0.0910
H: -5.73042 5.04385 -0.35167  0.0823
H: -7.14031 5.08131 0.73779  0.0896
H: -5.08901 3.90932 1.67725  0.1258
H: -4.58566 4.92270 3.03942  0.1268
H: -2.64160 4.09276 1.82819  0.1150
H: -2.72465 5.85775 1.72687  0.1282
H: -2.04763 6.41516 -0.65118  0.0891
H: -3.73494 6.79724 -0.22175  0.0853
H: -3.38003 5.89277 -1.70300  0.0902

Values from the calculation:
- net charge = +1
- E (a.u.) = -1304.13453



No. 4
3 unconnected molecules or ions with the total composition C22H44N3O5 at a distorted geometry, computed with ωB97M-V/def2-TZVPD.

Each line ends with the Löwdin charge.
Geometry (Å):
C: 6.73124 2.21564 -1.04019  -0.0816
C: 7.07862 1.37303 -2.30045  -0.2195
C: 5.82699 0.97123 -3.09688  -0.1971
N: 5.09737 2.14737 -3.68646  0.0665
C: 3.79191 2.19691 -3.16285  -0.1881
C: 2.88270 1.24135 -3.52592  0.0430
N: 1.62618 1.24864 -3.05665  0.1848
C: 1.18595 2.16656 -2.18143  -0.2222
N: -0.16681 2.08055 -1.75149  0.0523
C: -0.22734 0.98752 -0.71834  -0.2006
C: -0.66274 -0.39447 -1.30700  -0.0656
C: 2.06393 3.13875 -1.74851  -0.0194
C: 1.54343 4.13739 -0.72150  -0.1558
O: 1.69132 3.48383 0.52307  -0.1427
C: 1.13189 4.25114 1.60221  -0.2316
C: 0.14174 3.32471 2.34563  -0.0624
C: 3.37162 3.19050 -2.23748  0.0524
C: 4.30003 4.29070 -1.78681  -0.4629
O: 4.90674 4.91836 -2.63363  0.1430
O: 4.42209 4.58715 -0.48445  0.1324
H: 7.27609 1.91407 -0.14339  0.0813
H: 6.85406 3.29087 -1.22673  0.0709
H: 5.65233 2.08028 -0.84995  0.0661
H: 7.54252 0.44504 -1.93303  0.1114
H: 7.84119 1.85060 -2.93068  0.1151
H: 5.18329 0.38397 -2.42682  0.1169
H: 6.15749 0.28306 -3.88966  0.1163
H: 5.56644 3.00934 -3.42361  0.0993
H: 3.12695 0.43096 -4.20858  0.1631
H: 0.98094 0.52250 -3.35207  0.1757
H: -0.67846 1.77108 -2.57662  0.1182
H: -0.89761 1.23829 0.10904  0.1038
H: 0.78424 0.87933 -0.30819  0.1154
H: -1.42604 -0.87118 -0.68158  0.0773
H: 0.21268 -1.05901 -1.23567  0.0722
H: -1.00581 -0.33657 -2.34953  0.0716
H: 2.13265 5.06650 -0.76355  0.1280
H: 0.49842 4.41248 -0.92788  0.1392
H: 1.95614 4.42302 2.31168  0.1230
H: 0.67046 5.19346 1.28597  0.1236
H: 0.66590 2.36235 2.44106  0.0794
H: -0.72736 3.11767 1.70513  0.0674
H: -0.13477 3.71142 3.33007  0.0812
H: 4.64592 5.52692 -0.39894  0.1565
C: -0.22200 -5.71262 -0.69222  -0.0770
C: -0.71149 -4.55907 0.16557  -0.2854
O: -1.95535 -4.02156 -0.25251  -0.1782
C: -3.05679 -4.91782 -0.25103  -0.2771
C: -3.36644 -5.50246 1.11506  -0.0702
H: -0.13846 -5.40445 -1.73616  0.0803
H: 0.75615 -6.05110 -0.34785  0.0792
H: -0.90074 -6.56503 -0.65594  0.0688
H: 0.00666 -3.73871 0.10345  0.1067
H: -0.75914 -4.84837 1.22063  0.1089
H: -2.90477 -5.70917 -0.99220  0.1081
H: -3.91633 -4.33908 -0.59259  0.1158
H: -2.54077 -6.10252 1.50004  0.0691
H: -4.24695 -6.14361 1.06359  0.0824
H: -3.55478 -4.70408 1.83561  0.0706
C: -7.45326 -2.24843 4.56669  -0.0783
C: -6.64707 -0.96231 4.52410  -0.2786
O: -5.26323 -1.16110 4.28202  -0.1590
C: -4.92703 -1.79415 3.06293  -0.2897
C: -5.39206 -1.03817 1.82953  -0.0779
H: -7.05669 -2.92243 5.32771  0.0829
H: -8.49652 -2.03244 4.79997  0.0790
H: -7.42819 -2.77898 3.61356  0.0649
H: -6.71351 -0.46709 5.49318  0.1191
H: -7.06358 -0.26296 3.79069  0.1060
H: -5.29862 -2.82509 3.05587  0.1016
H: -3.83742 -1.86016 3.04435  0.1150
H: -6.47853 -0.95185 1.78860  0.0674
H: -5.06449 -1.55270 0.92408  0.0690
H: -4.98310 -0.02575 1.82591  0.0788

Values from the calculation:
- energy above the lowest of the compared OMol25 structures with the same formula, charge and spin (kJ/mol) = 179.1
- net charge = +1
- E (a.u.) = -1404.84004



No. 5
A molecular structure, C31H41CsIN5O5P2S5 at a distorted geometry, computed with ωB97M-V/def2-TZVPD.

Each line ends with the Löwdin charge.
Geometry (Å):
Cs: -0.85848 1.43269 -0.82014  0.9454
O: 0.46714 1.38515 -5.58608  0.0982
C: 0.23539 1.53676 -4.25828  -0.4649
O: -0.50690 0.81030 -3.66647  -0.0114
C: 0.96156 2.69918 -3.67228  -0.2058
C: 1.49089 3.69526 -4.46584  -0.0012
C: 2.08949 4.78113 -3.83065  -0.0439
C: 2.13463 4.81584 -2.45382  0.0093
C: 1.56972 3.76818 -1.72945  -0.1653
N: 1.00945 2.72938 -2.34322  0.0178
C: 1.59330 3.81749 -0.18108  -0.6431
O: 2.46070 4.56424 0.30186  -0.0158
O: 0.73123 3.10906 0.40956  -0.3027
H: -0.11201 0.66200 -5.86621  0.1256
H: 1.42216 3.62935 -5.54183  0.1113
H: 2.50522 5.59159 -4.41488  0.1028
H: 2.58772 5.63013 -1.90610  0.1157
C: 3.01690 -0.63294 0.28882  -0.2598
P: 1.22414 -0.95658 0.58194  0.9616
C: 1.25265 -2.74639 0.07430  -0.3837
N: 2.07212 -3.55738 0.69499  0.1280
C: 2.11327 -4.85173 0.29943  -0.2111
C: 2.96145 -5.76581 0.96693  -0.0232
C: 3.00643 -7.06729 0.56519  -0.0970
C: 2.21528 -7.51499 -0.52021  -0.0961
C: 1.39655 -6.65180 -1.18523  -0.0217
C: 1.32887 -5.29670 -0.78536  -0.2105
N: 0.52600 -4.43610 -1.45751  0.1262
C: 0.46122 -3.19083 -1.03959  -0.3791
P: -0.55200 -1.96653 -2.01157  0.9875
C: -0.13258 -2.59058 -3.70039  -0.2779
C: -2.31584 -2.56307 -1.78573  -0.7163
C: -2.59044 -3.98978 -2.27104  -0.1013
C: -2.64536 -2.45454 -0.29267  -0.1080
C: -3.17646 -1.58230 -2.58789  -0.1220
C: 1.09665 -0.98437 2.46191  -0.7164
C: 1.23263 0.48794 2.87865  -0.1218
C: 2.12488 -1.79796 3.24993  -0.1032
C: -0.32628 -1.46612 2.78074  -0.0974
H: 3.65436 -1.38757 0.74846  0.0273
H: 3.25898 0.35804 0.67754  0.0359
H: 3.18820 -0.61711 -0.78949  0.0348
H: 3.55749 -5.40003 1.79543  0.1107
H: 3.65266 -7.76791 1.08060  0.0951
H: 2.26262 -8.55412 -0.82310  0.0952
H: 0.78181 -6.96916 -2.01887  0.1113
H: -0.10479 -3.67742 -3.74865  0.0200
H: 0.83518 -2.17653 -3.99349  0.0278
H: -0.88575 -2.20970 -4.39192  0.0284
H: -1.92295 -4.71500 -1.80198  0.0548
H: -2.48395 -4.07037 -3.35827  0.0693
H: -3.62377 -4.25312 -2.02006  0.0853
H: -2.07135 -3.17869 0.30523  0.0723
H: -3.71161 -2.64707 -0.14416  0.0913
H: -2.47362 -1.44475 0.09190  0.0140
H: -3.00180 -1.67744 -3.66837  0.0760
H: -3.02886 -0.53626 -2.31273  0.0162
H: -4.23403 -1.78845 -2.40010  0.0556
H: 2.27205 0.82902 2.80967  0.0812
H: 0.90926 0.59928 3.91932  0.0759
H: 0.63123 1.15855 2.26749  0.0451
H: 3.13810 -1.41280 3.09327  0.0703
H: 2.11017 -2.84991 2.97064  0.0500
H: 1.89674 -1.71189 4.31991  0.0819
H: -1.07652 -0.87938 2.24388  0.0743
H: -0.52669 -1.35206 3.84981  0.0824
H: -0.45500 -2.52188 2.51491  0.0750
S: -6.26036 -0.09803 -1.18962  0.2225
C: -4.89725 0.91721 -1.00820  -1.8886
S: -3.99910 0.91387 0.48849  0.2119
S: -4.40330 1.96665 -2.29688  0.2394
N: -3.70675 4.19572 -0.00544  0.1502
C: -2.72253 5.02177 0.33073  -0.6874
O: -2.36559 6.01698 -0.30657  -0.0253
C: -2.02189 4.64739 1.62638  -0.5575
I: -2.44324 6.02329 3.20400  0.8030
H: -4.07209 4.24902 -0.94884  0.0471
H: -3.78100 3.24114 0.37595  -0.0299
H: -0.95212 4.71564 1.46904  0.0226
H: -2.33540 3.67683 2.01387  0.0186
S: -1.89392 1.99827 4.50786  0.5920
C: -0.58129 2.96786 4.56635  -1.2333
N: 0.11480 3.43782 3.53529  -0.0755
C: 1.12471 4.45441 3.77448  -0.2343
C: 1.60902 4.21156 5.19743  -0.4360
S: 0.14735 3.56407 6.07530  0.8605
H: -0.13588 3.26072 2.57639  0.0765
H: 0.68133 5.44937 3.67985  0.0847
H: 1.91757 4.35184 3.03369  0.1154
H: 1.95708 5.12471 5.67592  0.0680
H: 2.40038 3.46376 5.22693  0.0687

Values from the calculation:
- energy above the lowest of the compared OMol25 structures with the same formula, charge and spin (kJ/mol) = 0.0
- net charge = -2
- E (a.u.) = -4847.55075



No. 6
A molecular structure, C4H4CdO5 at a distorted geometry, computed with ωB97M-V/def2-TZVPD.

Each line ends with the Löwdin charge.
Geometry (Å):
O: 1.35795 -0.51020 0.29566  -0.1149
H: -2.23505 -0.17736 -1.47723  0.1273
O: 1.05109 1.75003 0.03859  -0.2863
O: -0.28775 0.33431 -1.08556  -0.0157
C: -1.44326 -0.40834 -0.75500  -0.1533
C: -1.74814 0.07319 0.65889  -0.1505
O: -0.49012 0.48796 1.15071  -0.0078
C: 0.45101 0.57726 0.09553  -0.8223
H: -1.23684 -1.49044 -0.78071  0.1273
H: -2.14796 -0.72045 1.30348  0.1267
H: -2.44150 0.92897 0.65422  0.1258
Cd: 2.90038 1.49723 0.22733  1.3749
C: 2.86432 -0.63999 -0.20486  -0.3576
O: 3.40588 -1.70218 -0.12105  0.0265

Values from the calculation:
- energy above the lowest of the compared OMol25 structures with the same formula, charge and spin (kJ/mol) = 194.1
- E (a.u.) = -698.63833